Entry 1:
Molecular formula: C38H87BrO12Si
Method: DFT, ωB97M-V/def2-TZVPD

LUMO level = 0.7 eV
Structure (SMILES) = CCCCCCCCCCCCCC[SiH2]Br.COCCOCCOC.COCCOCCOC.COCCOCCOC.COCCOCCOC
Frontier orbital gap = 9.71 eV
HOMO level = -9.1 eV
Total charge = 0

The geometry in XYZ format:
```
139
Properties=species:S:1:pos:R:3:forces:R:3
C -1.71234 1.70575 2.38689 -0.10 -0.01 -0.22
H -5.84860 7.18559 -12.90208 0.05 -0.01 0.00
H -5.49423 1.41138 -0.47250 0.05 0.13 0.12
H 3.74675 -8.76893 6.67405 0.12 -0.20 -0.01
C 8.87431 -9.03150 6.36498 -0.53 0.33 0.17
C 1.89030 6.30576 -2.18990 -0.03 0.08 -0.08
H -1.32429 2.49587 1.72966 0.07 0.07 0.10
C -4.97579 3.31989 -5.01888 -0.01 -0.25 -0.09
O -2.98041 1.29387 1.90302 -0.08 -0.22 0.21
H 8.33972 -7.36037 7.63295 -0.23 -0.04 0.26
H 4.54643 4.73302 0.58629 0.06 -0.05 -0.02
H -1.85154 6.13714 -0.21360 0.03 -0.04 0.02
C -1.94052 -2.36656 2.43424 -0.24 0.00 -0.17
H -8.17027 4.40544 -9.48518 0.01 0.00 0.02
H -7.27772 2.62067 -10.74644 -0.10 -0.04 0.11
H -0.74179 0.04055 1.41978 -0.16 0.03 -0.05
H -7.08914 5.13662 -10.66398 0.17 -0.05 -0.06
O -4.61693 0.73490 -2.19114 0.25 0.18 -0.16
H -2.73621 -3.09355 2.64451 0.09 -0.06 0.15
O -0.90757 -0.37240 3.45235 -0.02 -0.01 0.00
H -7.54458 3.72281 -4.84745 -0.01 0.03 -0.06
H -4.37952 2.06809 -9.13759 -0.02 -0.05 0.00
H -4.86349 1.13323 -10.58167 0.03 -0.04 0.06
H 8.38189 -6.46612 4.81020 0.02 -0.01 -0.33
H -3.78770 -0.67212 -0.90590 0.11 0.02 0.04
H -7.98512 2.02886 -5.13972 0.05 -0.04 -0.02
C -4.81861 1.78038 -1.25647 -0.13 -0.21 -0.05
C -0.73836 0.54934 2.38530 0.14 -0.01 0.00
O -5.99601 2.34379 -4.88840 -0.12 0.16 0.24
C 5.18214 -3.55521 7.25465 0.38 -0.12 -0.43
C 8.57826 -3.99959 5.46993 0.03 0.33 0.20
H 4.73041 -4.07862 9.25292 0.16 -0.06 0.38
C 4.15481 -7.04282 7.83950 0.17 0.26 -0.50
C 8.92887 -5.15336 6.42204 -0.46 -0.25 -0.50
H 5.88573 -5.17695 8.47127 0.25 -0.11 0.24
H 1.95811 -8.11461 5.43286 -0.27 -0.24 0.15
C -2.04311 -1.22448 3.42077 -0.01 -0.03 0.12
H 3.27690 -5.15264 7.14142 -0.17 -0.07 -0.27
C 1.00061 4.13415 -2.83643 0.03 -0.10 -0.08
H 5.65796 -2.68222 7.68993 0.16 0.17 0.10
H 3.05672 -6.70781 3.90544 0.22 -0.09 -0.17
Si 1.05042 -5.41100 4.22442 0.06 -0.06 -0.36
H -6.68520 7.92550 -11.52319 0.02 0.04 0.01
H -4.87880 5.97680 -7.83592 -0.05 0.01 0.01
H 8.48938 -4.33491 4.43992 0.04 -0.30 -0.13
H -1.59333 -3.66575 0.10516 0.07 -0.02 -0.02
Br -0.10475 -6.83268 2.88769 0.20 0.26 0.33
H 3.33506 -5.43979 5.07006 0.13 0.16 0.10
C 6.03489 -4.03626 6.04928 -0.15 0.12 0.41
C 8.26230 -7.63639 6.58723 0.73 -0.15 -0.47
H -1.80212 6.40286 -1.96755 -0.04 -0.02 -0.01
C 3.79135 -7.69630 6.49554 -0.30 -0.41 0.55
H 2.15920 7.22009 -2.72379 0.01 -0.01 -0.01
H -3.97590 3.10321 1.95282 -0.09 0.06 0.11
C -1.82719 5.63883 -1.18162 -0.02 -0.19 0.10
H 4.30354 3.68557 -0.84126 0.04 0.02 0.01
H -2.62875 0.45184 -1.66542 0.00 -0.01 0.06
C -0.46768 4.22090 -2.48438 -0.03 -0.12 0.26
H -3.60218 2.25519 -3.72855 -0.16 -0.11 -0.03
H -5.40777 4.32509 -5.07324 -0.01 0.01 0.01
H 3.88295 5.56489 -1.97116 0.01 0.00 -0.01
H -5.91727 7.58674 -9.45370 -0.01 0.01 0.01
H 1.81084 -6.86835 6.68166 -0.27 -0.04 0.17
O -5.30420 3.16110 -10.63973 0.09 0.11 0.25
C -4.47563 2.09564 -10.22939 -0.07 0.04 -0.11
C 3.81195 4.14370 0.02500 -0.07 0.11 0.05
H 3.07652 -5.48370 8.82717 -0.26 0.04 0.04
C -5.19365 5.67253 -8.83710 -0.02 -0.05 0.13
C -7.12034 4.51292 -9.76976 -0.12 0.00 0.06
H 4.60178 -7.55530 5.78576 0.03 0.19 -0.27
H -0.99064 4.77910 -3.26872 0.01 0.02 -0.01
C 3.78228 -5.56007 8.00568 0.54 0.00 0.62
C -5.11140 6.89473 -9.72510 0.16 -0.09 -0.19
H -5.77850 3.65664 -1.10954 0.02 0.01 0.00
H 9.41175 -9.05330 5.42566 0.18 -0.17 -0.19
H -5.02109 8.42955 -11.93611 -0.06 0.05 -0.01
O 2.71880 4.93898 -0.37308 -0.03 -0.19 -0.22
H 0.26083 0.96516 2.53370 -0.01 0.00 0.03
C -5.71392 7.58104 -11.89723 0.13 -0.05 0.03
C -4.04319 2.09208 2.37249 0.16 0.01 -0.21
H -6.30196 2.73322 -2.51349 0.07 -0.15 -0.09
O 1.58487 5.37109 -3.21448 0.01 0.01 0.01
O -5.20045 6.54170 -11.09520 -0.28 -0.08 0.05
H -3.15753 3.90881 -4.12373 -0.03 0.04 0.02
H 8.08412 -9.77594 6.32597 0.01 -0.22 -0.02
H 4.22732 -3.20034 6.87552 -0.30 0.03 0.15
H -4.04759 2.14832 3.46711 0.02 0.05 -0.01
H -3.49060 2.25978 -10.66224 -0.02 0.00 -0.04
H 5.44342 -4.00347 5.13966 -0.14 -0.01 -0.20
H 7.53339 -2.60647 6.70623 -0.08 0.07 0.25
H 9.53664 -9.30471 7.17790 0.29 -0.05 0.02
H -4.50630 4.89341 -9.17000 0.00 0.04 -0.19
H -4.43273 3.12214 -5.95363 0.07 0.17 0.00
H 3.42120 6.82008 -0.78957 0.09 0.05 -0.12
C 3.07342 5.92703 -1.32648 -0.10 -0.01 0.21
H 1.56886 3.65040 -2.04014 -0.07 0.08 0.14
C -7.24750 2.79942 -5.35745 0.10 -0.11 -0.08
H -0.23684 -2.55739 0.45769 0.00 -0.05 0.00
H 6.25939 -5.08798 6.20220 0.23 -0.26 0.03
H -2.09054 -1.66507 4.41998 0.03 0.00 0.00
H 7.11202 -2.52257 5.01463 0.08 0.36 -0.05
H -1.42195 -2.14285 -0.79728 -0.04 -0.01 0.00
H 1.32341 -4.21503 3.40142 -0.01 -0.04 -0.04
H -3.39692 -0.82058 -2.63845 -0.06 -0.01 -0.01
C -4.00025 3.26204 -3.86433 0.12 0.03 0.01
O -6.50822 5.15810 -8.66215 0.05 0.02 0.00
H -0.97383 -2.86630 2.55751 0.05 0.02 0.00
C 4.96939 -4.61395 8.34175 -0.84 0.36 -0.72
H 0.16903 -5.01312 5.33510 -0.05 -0.10 0.07
H 3.42742 3.35194 0.66528 -0.01 0.04 0.04
H -0.88536 3.20511 -2.44098 -0.01 -0.01 -0.18
C 2.44630 -7.26632 5.89833 0.73 0.34 -0.52
H 9.88573 -4.97401 6.89939 0.20 0.02 0.09
H -2.72705 5.02627 -1.29825 -0.06 0.10 -0.07
H 9.40890 -3.29819 5.47814 0.08 0.22 -0.17
H 1.08160 3.50212 -3.72464 0.00 0.02 -0.01
O -2.10315 -1.91448 1.09757 0.26 0.14 0.01
H 1.01407 6.52773 -1.57862 0.02 -0.12 0.12
H -4.14587 7.39086 -9.55691 -0.06 0.09 0.13
H -3.86719 2.06788 -0.79238 -0.01 -0.01 0.05
H 3.74831 -7.62748 8.65643 -0.27 -0.10 0.13
H -7.21853 2.97694 -6.43855 -0.08 0.09 0.01
C -5.43254 2.99802 -1.91017 0.01 0.04 0.09
H -2.96413 -0.65898 3.27122 0.01 0.01 -0.17
C -3.55307 -0.11776 -1.82132 -0.16 -0.06 0.04
C 7.31047 -3.20968 5.83105 0.21 -0.38 -0.16
C 8.92978 -6.53805 5.74323 -0.09 0.17 0.48
C -1.29476 -2.61393 0.17641 -0.14 0.00 0.04
H -6.57175 2.55356 -9.11315 0.02 0.01 0.03
H 9.95007 -6.81787 5.49864 0.19 -0.10 -0.09
H 8.19616 -5.18270 7.22204 -0.19 0.08 0.26
H 7.22558 -7.67812 6.28222 -0.46 0.12 0.30
C 2.63991 -6.22571 4.78542 -0.73 0.09 -0.03
H -1.80065 2.10368 3.40462 0.00 0.00 0.02
O -0.66361 4.83430 -1.22166 0.11 0.29 -0.11
O -4.50373 3.78594 -2.64358 -0.03 0.06 -0.08
H -4.96933 1.62612 2.04067 -0.01 0.03 -0.02
C -6.59324 3.12262 -10.04946 0.07 0.00 -0.24
H 5.22994 -7.12367 7.94363 0.34 -0.13 0.11
```
Forces are in eV/Å.

Results of the Löwdin charge analysis, in e, for atoms 1 through 2: number 1, C, carries -0.195; number 2, H, carries 0.088

Entry 2:
Molecular formula: C38H87O18PS
Method: DFT, ωB97M-V/def2-TZVPD

LUMO level = 0.5 eV
Structure (SMILES) = COCCCC[C@@]1(P(C)O)OS(=O)(=O)O[C@]1(CCc1ccccc1)CC(=O)O.CCO.CCO.CCO.CCO.CCO.CCO.CCO.CCO.CCO.CCO
Frontier orbital gap = 9.23 eV
HOMO level = -8.7 eV
Total charge = 0

The geometry in XYZ format:
```
145
Properties=species:S:1:pos:R:3:forces:R:3
H -0.66464 0.14446 10.24199 0.06 -0.02 -0.02
H 0.05358 2.73912 8.78006 0.11 -0.03 0.00
C 2.16481 1.10696 -1.32790 -0.50 0.52 -0.68
H -8.02424 -10.45155 0.26314 -0.06 -0.02 0.02
C 2.20546 2.58343 1.35672 -0.29 -0.81 0.22
H -5.72116 -11.28313 0.76587 -0.04 -0.01 -0.02
O 0.37395 0.21454 4.92233 -0.06 -0.33 0.30
H -0.16534 -3.08556 3.51196 0.09 0.03 0.05
C 0.65722 -1.77524 2.00976 -0.09 -0.10 0.20
H -5.13121 2.21327 8.89525 -0.09 0.06 -0.01
C 1.79866 -1.53605 -3.19837 -0.87 0.14 -0.10
C 3.53216 3.28045 -1.70353 -0.49 -0.32 0.37
O 2.54085 5.25967 -2.42285 0.36 1.55 -0.78
H 2.00220 0.89438 -8.23869 0.00 0.02 -0.13
H -3.73254 0.97493 10.27254 0.00 -0.06 0.05
H -7.80962 -9.14703 1.43662 0.00 0.04 -0.12
C -2.89581 -6.25487 -0.44486 0.24 0.06 0.10
H 1.18385 -1.12928 2.71359 0.10 -0.05 0.03
H 1.23360 1.52110 -0.95991 -0.15 0.04 0.11
C 1.19679 1.34734 4.79701 0.10 0.19 -0.28
H 2.27367 0.78154 2.61546 0.18 -0.21 -0.28
H -0.11388 2.32702 3.38301 -0.18 0.12 0.11
O 6.15717 0.17017 0.38630 0.09 0.92 -0.24
C 2.05725 0.93378 -2.85294 -0.11 -0.22 0.37
C 1.20335 -0.27053 -3.15399 0.14 0.05 -0.19
H -5.91797 2.75396 10.38499 0.06 0.04 0.03
O -8.00193 -11.05894 2.19319 -0.06 -0.02 -0.14
H -7.19561 0.86930 9.32412 0.01 -0.01 -0.02
O 3.83964 0.74468 0.97841 -0.58 -0.48 -0.14
H 0.81758 8.95313 -6.35427 0.02 -0.02 -0.06
H 5.48467 0.41580 -3.24644 -0.13 -0.05 -0.06
H 1.53464 -0.50980 -9.20822 -0.05 -0.02 0.03
H -5.90279 -6.68633 1.43116 0.05 -0.04 -0.02
H -1.14266 8.16024 -5.02576 0.04 -0.01 0.04
H 7.78087 1.38372 -3.12074 0.00 -0.01 0.00
H 6.13764 1.82682 2.62021 0.00 -0.28 -0.12
C -5.39925 1.91976 9.91627 0.10 -0.22 -0.08
H 4.31777 3.88736 -1.27802 0.28 0.02 -0.04
H -0.80918 4.50690 -6.65393 0.05 0.05 -0.06
C 1.00801 -2.65972 -3.43692 0.08 0.65 0.12
O 1.12168 3.84161 -1.50644 -0.25 -0.78 0.32
H 1.13738 1.98827 5.68100 -0.28 0.01 0.19
H -1.99373 9.66276 -5.35647 0.03 0.07 0.01
C -0.96081 -1.25140 -3.57643 0.56 0.23 0.20
H -1.57615 -4.76447 -1.28319 -0.09 0.09 0.00
H 1.44596 2.91652 0.65876 0.02 0.17 -0.23
O -0.75515 8.78189 -7.61487 0.13 -0.08 0.07
C 3.42915 2.09051 0.59998 1.84 0.83 0.32
C -6.23936 -6.30519 0.46775 -0.14 0.04 -0.22
O 6.13080 3.08304 0.27378 -0.02 -0.25 0.18
H -0.08388 -3.78799 1.89083 0.11 0.00 0.09
C 0.94955 2.16914 3.53901 0.29 -0.10 -0.13
H 2.47799 3.47105 1.92333 0.12 0.09 0.22
H -5.66953 -9.59071 0.23293 0.00 0.05 0.02
H 2.86071 -1.61466 -3.02793 0.19 -0.12 0.00
O -1.56887 1.60736 8.18329 -0.01 -0.04 -0.04
H -2.02432 -1.12619 -3.70068 -0.16 -0.13 -0.08
H -0.52751 9.68652 -4.36410 -0.01 0.01 0.00
H -1.61947 9.17935 -7.75449 -0.03 -0.01 -0.03
H 3.79968 -1.51246 -8.84459 -0.04 -0.01 -0.04
C -7.51730 -10.17216 1.18524 0.12 0.02 0.25
H -1.28691 5.22496 -5.12142 0.03 0.05 0.03
H 1.24661 -1.84206 1.09489 -0.07 0.07 -0.07
H -2.39746 -7.11042 -0.90724 -0.03 0.01 -0.07
C -6.28289 0.68697 9.89278 0.03 -0.02 0.08
O -0.58702 -1.16084 1.65857 0.08 0.07 -0.13
O 1.72956 -0.88734 -7.23121 -0.05 0.01 -0.14
O -4.21142 1.70553 10.67839 0.03 0.11 -0.08
H 7.86415 1.40525 -4.89094 0.05 -0.04 0.03
C -0.45986 5.12917 -5.82653 -0.05 -0.10 0.07
H -5.50556 -9.99817 1.94822 0.00 0.07 -0.02
O -5.89214 -7.29546 -0.49843 -0.12 0.03 0.09
H 1.57357 4.40686 -5.85594 0.03 0.04 0.04
H -0.01762 10.47488 -6.68746 0.09 0.00 0.07
C -0.99516 0.52994 5.10172 0.08 0.13 -0.67
H -3.75026 -5.98367 -1.05996 -0.03 -0.02 -0.05
H -8.28392 -6.94985 0.70458 0.00 0.00 0.04
O 4.41382 -1.21210 -0.43580 -0.97 0.29 -0.42
C 0.44225 -3.15246 2.60459 -0.16 0.00 -0.14
H -2.17769 2.13996 8.70715 -0.01 0.03 0.00
C -7.73275 -6.03439 0.49048 0.01 -0.08 -0.02
H -1.03356 1.76805 10.81814 0.06 0.04 0.04
H 3.94850 0.08954 -9.59072 -0.01 0.01 0.01
C 2.16758 -0.17954 -8.38592 0.13 0.04 0.29
P 4.79633 3.29412 1.22407 -0.57 0.87 -0.18
H 0.74909 1.07742 1.73210 0.17 -0.67 -0.15
H 3.83399 2.98782 -2.70507 0.11 0.06 -0.21
H 4.42745 1.84592 3.13973 -0.03 -0.20 0.06
C 3.33942 1.99950 -0.91793 -0.39 -1.24 0.16
C 0.74327 4.50302 -5.14971 -0.15 0.00 -0.19
H 1.38639 3.14963 3.72423 0.08 0.18 -0.05
H 1.39304 -3.62306 2.86087 0.00 0.02 0.02
C -0.32742 1.18162 10.22500 -0.06 -0.03 0.02
H 0.39854 1.10469 8.19366 -0.07 -0.01 -0.09
H -1.51096 0.48360 4.13866 -0.12 0.07 -0.11
H 0.57276 3.65284 -2.28218 -0.15 0.23 -0.18
O -0.81566 -5.41795 0.52195 -0.15 -0.01 -0.02
H -1.10211 -1.09068 2.46805 -0.01 -0.01 0.03
H 1.48262 -3.62713 -3.46774 -0.09 -0.21 -0.04
H 1.07580 5.11365 -4.31325 0.05 0.01 -0.02
H 1.61870 1.80824 -3.32311 0.06 0.13 -0.02
H -1.47338 -0.18291 5.76064 0.15 -0.13 0.29
H -0.60004 0.86658 -3.30181 -0.16 0.14 -0.01
C 6.15366 0.34801 -4.09869 0.24 0.02 -0.20
H 6.37931 3.95518 -0.04301 0.14 0.04 -0.13
H -7.57577 -10.82145 3.02159 0.01 -0.02 0.03
O 4.51405 1.16517 -1.23631 0.73 -0.08 0.09
H 2.26702 -0.60528 -6.48293 0.01 -0.05 0.04
C 2.36110 4.21666 -1.90219 0.02 -0.71 0.11
H -0.21555 6.11744 -6.21858 -0.02 -0.02 -0.05
C -0.16305 9.40961 -6.47954 -0.25 0.09 -0.05
H -6.17399 -6.97366 -1.36039 -0.01 -0.04 -0.03
H 0.14814 2.63694 -5.30752 -0.02 -0.09 0.02
H 6.70030 2.43125 -4.05963 -0.02 0.00 0.05
C -1.00205 9.22211 -5.22946 -0.02 -0.08 -0.02
C 3.62898 -0.44612 -8.69507 0.04 -0.06 0.02
C 5.25571 2.43973 2.76812 -0.09 0.15 -0.04
C -6.01403 -10.26270 1.01682 0.04 -0.16 0.02
O 5.34771 0.45232 -5.27422 -0.19 0.02 0.10
C -0.36568 -2.50985 -3.61806 0.02 0.04 0.00
C 7.18812 1.45556 -4.03362 -0.03 0.03 -0.04
C -0.28491 1.69773 8.80046 -0.17 0.09 0.15
H -0.35250 -6.15378 0.11079 0.03 -0.01 0.01
H 4.25606 -0.12855 -7.85899 -0.01 0.06 -0.01
C 1.57058 1.52818 2.27516 -0.71 0.96 0.53
H -6.55409 0.39635 10.90781 -0.03 0.03 0.01
H -7.98420 -5.28916 1.24622 0.00 0.02 -0.01
H -5.69166 -5.38065 0.25656 0.03 0.02 0.12
H -0.97590 -3.38449 -3.78984 -0.07 -0.06 -0.05
H -1.10897 1.53897 5.48578 -0.15 0.09 0.31
C -1.93444 -5.08933 -0.30025 0.13 -0.22 -0.09
H -2.42505 -4.24200 0.17736 0.07 0.04 0.03
O 0.43750 3.21584 -4.59540 0.00 0.25 0.21
H -5.75694 -0.15577 9.43843 -0.02 0.02 -0.07
H -3.25625 -6.57891 0.53068 -0.06 0.03 0.01
H 3.05363 0.79369 -3.26467 0.15 -0.09 -0.15
H 5.93055 0.38529 -6.03620 0.02 0.00 -0.02
S 4.81955 0.10791 -0.09239 0.69 -0.76 0.58
H 0.65270 1.23800 10.70012 0.00 0.01 0.00
H 5.48002 3.19971 3.50767 0.10 0.15 0.13
H 2.21915 0.97835 4.75357 0.15 -0.16 0.10
C -0.17194 -0.12301 -3.34294 0.36 -0.76 -0.06
H -8.07266 -5.66729 -0.48077 0.01 0.07 0.02
H 6.63636 -0.63407 -4.07376 0.01 0.01 0.09
H 2.25354 0.11628 -0.89560 0.27 -0.04 0.28
```
Forces are in eV/Å.

Results of the Löwdin charge analysis, in e, for atoms 1 through 2: number 1, H, carries 0.077; number 2, H, carries 0.111

Q: Among the records above, which one has the lowest HOMO level?
A: C38H87BrO12Si